[1]
C22H47KN8O5P3S3 as an isolated structure at a distorted geometry. Source: OMol25; level of theory: wB97M-V/def2-TZVPD.

```
89
Properties=species:S:1:pos:R:3:forces:R:3
S 1.490354 0.326040 5.017930 0.0 0.1 -0.1
O 0.816714 -1.877244 3.286245 0.0 0.2 0.0
H 1.056280 2.618132 3.335317 0.1 0.0 0.0
C -3.360294 1.867234 1.573937 -0.1 0.0 0.0
H 1.038900 1.259294 -6.440387 0.0 -0.1 0.0
H -1.964868 -2.629642 -3.410764 0.0 0.0 0.0
C 0.029116 -1.868312 -3.165861 -0.3 -0.5 0.2
C -2.870026 3.695223 -2.166154 0.0 0.0 0.1
H -2.013351 4.525771 2.911390 0.0 0.0 0.0
H -0.874217 0.344418 3.279715 0.1 -0.1 0.0
H -2.583326 0.413266 3.697772 0.0 0.1 0.0
H -1.810059 2.933300 -4.630345 0.0 0.0 0.0
H -3.032093 4.497422 -2.895994 0.0 0.0 0.0
H 2.143288 2.849961 -0.102236 0.0 0.0 0.0
H -2.751613 4.140965 -1.180730 0.0 0.0 0.0
S 3.270788 -0.557869 2.189152 -0.2 0.1 0.1
H -2.755045 -6.771083 -2.649023 0.0 0.0 0.0
N 0.793691 3.180140 -1.722905 -0.1 -0.4 0.4
H -0.984181 1.532697 -3.918374 0.0 0.0 -0.1
H -2.476870 -4.691375 0.437555 -0.1 0.0 0.0
N -0.234703 3.709390 2.081053 0.0 -0.3 0.0
H 4.585595 -0.244690 5.337868 0.1 0.0 0.0
H -0.709313 -3.643660 -4.100113 0.0 0.0 0.0
H -3.693549 -6.363380 -1.200981 0.0 0.0 0.0
H -0.271046 -4.360572 3.560739 0.0 0.0 0.0
H -0.765504 5.689838 2.405410 -0.1 0.0 0.0
C -1.288992 -3.428504 -0.548577 0.1 0.0 -0.2
H -2.058793 -0.467832 2.239714 0.0 0.0 0.0
K 0.434357 -0.561437 0.030827 1.4 -2.6 0.5
H -0.337499 -0.550355 -5.573782 0.0 0.0 0.1
H -3.180170 -5.080974 -2.314723 0.0 0.0 0.0
C -1.876375 0.409970 2.863267 0.0 0.0 0.2
H 0.920842 -5.147028 2.502713 -0.1 0.0 0.0
O 2.885134 -2.220059 4.594120 -0.2 0.2 -0.3
H -3.688845 0.996860 0.994623 0.0 0.0 0.0
C 0.465846 3.532537 3.353160 0.1 0.0 0.0
N -2.026733 1.665246 2.111256 0.3 -0.2 -0.4
H -3.391108 2.745857 0.931343 0.0 0.0 0.0
C 4.296389 -2.273423 4.712509 0.0 0.1 0.0
S -2.091584 -2.186725 0.367083 -0.4 0.3 0.1
H 2.876919 3.069847 -1.714372 0.0 0.0 0.0
H 0.732596 4.960600 -0.565020 0.0 0.0 0.0
N -0.451863 -3.354204 -1.512182 0.0 -0.9 -0.2
C -1.024542 -2.603994 -3.966423 0.1 0.1 0.0
H -0.230646 3.458499 4.198588 0.0 0.0 0.0
C 0.747781 -4.304021 3.174534 0.0 0.2 0.0
N 2.002486 -0.468040 -3.088418 -0.1 0.0 0.2
C -2.886322 -6.027295 -1.857596 0.1 0.1 0.0
H -1.346413 -6.759269 -0.530378 0.1 0.0 -0.1
C 4.838192 -1.243225 5.694123 -0.2 -0.1 -0.1
C 0.684613 4.621159 -1.608758 0.0 0.0 -0.1
P 2.115345 -1.023980 3.724340 0.4 -0.6 0.4
H 1.505770 5.083231 -2.162592 0.0 0.0 0.0
H -4.059458 2.022495 2.401975 0.0 0.0 0.0
C 0.947840 -3.008248 2.409400 0.2 -0.3 -0.1
H -3.767477 3.062849 -2.155676 0.0 0.0 0.0
H -0.258574 4.949102 -2.045480 0.0 0.1 0.0
N -1.692789 2.943051 -2.531283 0.0 -0.3 0.3
O -0.416078 0.850277 -1.518021 -0.5 0.9 -1.1
O -1.209804 2.839859 -0.052673 0.1 -0.4 0.0
C 1.312447 0.762252 -5.513674 0.1 0.0 0.0
C 0.537934 -0.246333 -5.011490 -0.1 0.0 0.0
H 1.137805 4.379543 3.518922 -0.1 0.0 0.0
C -1.249782 4.743487 2.150226 0.1 0.0 -0.1
P -0.582554 2.294001 -1.470786 -0.5 1.2 -0.5
N -1.642761 -4.738270 -0.126084 0.0 0.0 0.0
H 3.664950 0.703084 -3.085876 -0.1 0.1 0.0
H 5.923984 -1.337611 5.780875 0.0 0.0 0.0
P -0.669116 2.249137 1.360637 -0.5 1.3 0.5
H 2.050053 1.556743 -1.318006 0.1 0.0 0.0
O 0.472803 1.341494 1.270393 -0.1 1.3 1.0
N 0.194279 -2.210004 -1.901395 -0.1 0.2 -0.4
C 0.848649 -0.871771 -3.762055 0.2 0.2 -0.2
H 1.448450 -4.357638 4.008194 0.0 0.0 0.0
C 2.482749 1.156910 -4.815749 0.0 0.0 0.0
H 4.527571 -3.289983 5.047363 0.0 0.0 0.0
C 2.035786 2.634188 -1.170898 0.1 0.0 0.0
C 2.746666 0.471100 -3.631383 0.1 0.0 -0.1
H -0.775472 -5.599807 -1.754873 0.1 -0.1 0.1
H -1.732285 4.853389 1.178817 0.0 0.1 0.0
C -1.587740 -5.833602 -1.068063 -0.1 0.0 0.0
H 4.747606 -2.107896 3.730273 0.0 -0.1 0.0
H -2.747506 1.647659 -3.830973 0.0 0.0 0.1
C -1.815866 2.224339 -3.795339 0.1 0.1 -0.1
H 1.933348 -2.995169 1.937266 0.0 0.1 0.0
H -1.202575 -2.167037 -4.947254 0.0 0.0 0.0
H 0.183419 -2.909611 1.637508 0.0 0.0 0.1
H 4.381853 -1.374241 6.677159 0.0 0.0 0.0
H 3.130576 1.943539 -5.181597 0.1 0.0 0.0
```
Positions in Å, forces in eV/Å.

Computed properties:
HOMO energy (alpha / beta): 1.07 / -1.35 eV
2S+1: 2
E_LUMO (alpha / beta): 3.85 / 3.84 eV
frontier orbital gap (alpha / beta): 2.8 / 5.2 eV
net charge: -2

---

[2]
The molecule C8H6F5NO2Si at a distorted geometry. Source: OMol25; level of theory: wB97M-V/def2-TZVPD.

```
23
Properties=species:S:1:pos:R:3:forces:R:3
C -0.520364 -0.106347 2.527542 -8.8 5.1 2.4
Si 0.856904 -0.639245 1.238272 -2.6 -1.1 1.1
H 0.373425 -0.266688 -1.337236 -0.3 -1.4 1.7
H -2.670202 1.032864 3.491226 2.7 -1.6 -1.3
C -1.719529 0.515928 2.989314 7.8 -3.9 -2.9
C 3.110601 -0.029796 0.009702 6.6 -5.3 0.4
C -2.054953 -0.597939 -1.902332 1.0 1.7 0.0
N 2.262563 0.489980 1.189665 0.9 3.1 -5.2
F -3.468213 1.569992 -1.699968 4.6 -1.5 -1.9
O 0.676789 2.476890 1.025897 8.6 -4.5 -1.3
C 0.146032 -1.060474 -0.508451 -0.2 -0.8 -1.2
H 1.387431 -1.919683 1.774474 0.2 0.5 0.0
C 1.866223 1.903895 0.827851 -5.3 4.4 0.5
F -0.957298 1.816581 -2.001228 -4.3 -2.9 1.6
O 4.118885 -0.913839 0.223461 -7.8 6.6 -1.7
F 2.936788 2.782110 0.228631 -3.0 -3.5 2.0
H 0.682429 -2.069365 -0.852114 -1.0 2.2 0.7
C -1.464906 -1.361622 -0.542054 -0.4 0.1 -1.9
F 2.858316 0.343000 -1.413712 0.2 -0.6 4.9
F -2.491981 -1.412672 -3.094616 -0.2 2.4 4.0
C -2.133908 0.896560 -1.884100 -1.0 -1.0 -0.3
H -1.722972 -2.508743 -0.655842 0.7 2.4 0.2
H -2.072062 -0.941389 0.365620 1.4 -0.7 -1.8
```
Positions in Å, forces in eV/Å.

Computed properties:
HOMO energy: -9.09 eV
SMILES: C#C[Si@@H](CCC(F)=C(F)F)N(C(=O)F)C(=O)F
E_LUMO: -1.90 eV
frontier orbital gap: 7.2 eV
net charge: 0

---

[3]
C19H43IrOP3Se as an isolated structure at a distorted geometry. Source: OMol25; level of theory: wB97M-V/def2-TZVPD.

```
68
Properties=species:S:1:pos:R:3:forces:R:3
H 2.915916 -1.666262 -0.759116 0.0 -0.2 0.2
C -3.161237 0.465392 -1.287271 0.0 0.1 0.2
H -3.728696 -2.137031 0.361338 0.1 0.0 -0.3
Se 1.548002 0.900915 -2.911061 0.4 -0.6 -0.2
C 2.343343 2.427870 -5.314040 0.0 -2.3 0.9
H -3.846953 0.204049 -2.113068 0.3 -0.1 0.3
C 0.091574 -4.196581 0.043636 0.1 -0.9 0.0
H 2.833991 3.767969 -6.978682 0.0 -0.4 0.2
Ir -0.239664 -1.305171 0.369194 -0.8 3.6 1.5
P -2.037664 -0.944143 -0.961748 -1.8 -0.5 -2.0
C -1.817754 -2.670622 2.939392 0.0 0.0 -0.2
H -3.152428 0.870149 2.502575 0.0 -0.2 0.0
C -0.411896 2.397067 -0.309096 0.7 -1.2 0.6
H 3.938106 1.566326 2.861618 -0.1 0.1 0.1
H -3.558565 -0.466966 3.600920 0.3 0.0 -0.4
C 1.867053 4.833269 -5.372118 0.0 -0.8 0.2
C -0.804346 -0.263012 3.977077 0.5 0.1 -0.3
H 1.866711 5.798345 -5.882707 0.1 -0.3 0.0
H 1.345907 -2.418952 2.848590 0.1 -0.3 -0.6
H 0.678109 -5.109050 0.024730 -0.2 -0.6 -0.1
H 0.645545 2.263675 -0.103604 0.2 0.7 0.3
H 2.427406 -3.740573 2.311853 0.2 0.0 0.3
H 0.953790 2.338673 2.984346 0.3 0.1 0.1
H -3.892211 -0.621850 1.860611 0.1 0.1 0.2
H -3.865961 -2.485208 -1.385241 0.1 -0.1 0.2
H -0.361620 -4.021202 -0.941307 0.4 -0.1 0.2
H -1.491455 -0.490118 4.805169 0.1 -0.1 -0.4
H 3.166663 -3.423059 -0.884760 0.2 -0.1 -0.2
H 1.922686 -2.599944 -1.869738 -0.1 -0.3 0.1
P 1.232141 -2.875136 0.417325 0.6 0.4 0.3
P -1.487803 -0.952265 2.402155 -0.8 -0.2 2.3
C 1.845688 1.942430 2.482781 -0.1 0.6 0.2
C -1.256543 2.449430 0.718350 0.5 -1.2 0.0
H -0.887084 -2.322127 -2.594076 -0.2 0.4 -0.2
H 0.843295 3.433544 -2.413196 0.1 0.5 -0.2
H -2.326314 -2.659054 3.909555 0.1 0.0 -0.2
H -2.298245 2.184599 0.714886 -0.4 0.6 -0.5
H -2.599724 1.365370 -1.563187 -0.2 -0.3 0.0
C -1.398624 -1.347736 -2.641107 -0.4 0.0 0.1
H -0.607222 2.059360 -1.313206 -1.0 0.4 -0.5
C -3.181674 -0.222584 2.592322 0.0 0.1 -0.6
H -2.457370 -3.173137 2.209378 0.0 -0.1 0.1
C 1.330853 4.734791 -4.078312 0.1 2.6 -1.4
O 1.503476 0.618699 2.074344 0.7 -1.0 0.2
C 1.785579 2.340356 -4.010835 -0.2 1.1 0.0
C 2.418920 -2.632489 -0.897324 0.6 -0.2 -0.2
H -0.689990 0.825898 3.919704 0.0 -0.3 0.0
H 3.270943 2.985528 3.686791 0.1 -0.1 0.1
C 3.060347 1.958942 3.385297 -0.2 0.1 -0.1
H 1.984222 2.539614 1.572045 0.2 0.0 0.2
H -2.573728 -3.256516 -0.413974 -0.2 0.1 -0.1
H 1.212707 -0.799836 0.917792 -0.8 -0.1 -0.5
H -3.764520 0.692100 -0.399767 0.1 -0.1 -0.2
H 2.836374 -2.037634 1.978004 -0.1 -0.3 -0.2
H -0.845681 2.451150 1.716875 0.2 0.6 0.1
H 2.159438 0.004091 2.466281 -0.5 0.7 -0.1
H -2.246254 -1.386553 -3.343075 0.4 0.0 0.0
C 2.394418 3.656997 -5.983182 -0.4 3.1 -0.4
H -0.876368 -3.217665 3.038601 -0.1 0.0 0.1
H 0.934598 5.621583 -3.560597 0.2 -0.3 -0.4
H 0.168995 -0.712264 4.202031 -0.2 0.2 0.0
C 2.017736 -2.767962 2.045587 0.4 -0.9 0.3
H -0.678081 -0.565819 -2.946531 -0.4 -0.4 0.0
H -0.721514 -4.289066 0.770906 0.3 0.0 0.1
H 2.881527 1.366779 4.289417 0.0 0.1 -0.1
C 1.285661 3.531453 -3.409062 0.1 -2.5 0.8
C -3.163115 -2.342941 -0.555001 0.1 0.2 -0.2
H 2.718616 1.524123 -5.805510 -0.1 0.3 0.1
```
Positions in Å, forces in eV/Å.

Computed properties:
HOMO energy (alpha / beta): -18.35 / -19.95 eV
2S+1: 6
E_LUMO (alpha / beta): -12.66 / -17.01 eV
frontier orbital gap (alpha / beta): 5.7 / 2.9 eV
net charge: +4

---

[4]
A 2-piece molecular cluster, C5H13NO overall at a distorted geometry. Source: OMol25; level of theory: wB97M-V/def2-TZVPD.

```
20
Properties=species:S:1:pos:R:3:forces:R:3
C 1.807075 0.278230 -0.703943 -0.6 0.2 -0.6
H 1.974571 0.309129 -1.774999 0.2 0.1 -0.1
H 1.193408 0.026618 1.692593 0.0 0.0 0.0
H 0.206644 2.230533 1.956325 0.1 -0.2 0.3
N -0.536310 0.501019 -1.140208 0.2 1.2 -0.1
C 0.543317 0.473883 -0.267563 0.3 -2.9 -0.1
H -0.288101 0.627063 -2.108265 -0.1 -0.2 0.1
H 0.826375 -2.573074 -0.298137 0.1 -0.3 0.0
H -1.691840 -1.032630 -0.244455 0.1 -0.4 -0.7
H -2.406409 0.495793 -0.175488 -0.1 0.1 -0.3
H 1.483004 -1.787631 -1.362821 0.2 -0.3 -0.1
C -0.481742 1.396827 1.805964 -0.2 0.4 -0.3
H -1.226967 1.812266 1.123901 0.0 -0.2 -0.1
H -1.027632 1.166890 2.719724 0.3 -0.1 0.2
H -0.354822 -0.695319 1.371986 -0.1 -0.2 -0.4
H 2.503326 -0.304936 -0.123253 0.4 0.8 0.4
C -1.803332 -0.129161 -0.851898 -0.2 0.7 1.3
O 1.417967 -2.705146 -1.049250 -0.3 0.4 0.0
H -2.384456 -0.281495 -1.753259 0.2 -0.2 -0.1
C 0.245926 0.191142 1.183046 -0.3 1.1 0.5
```
Positions in Å, forces in eV/Å.

Computed properties:
HOMO energy: -7.97 eV
SMILES: C=C(CC)NC.O
E_LUMO: 0.85 eV
frontier orbital gap: 8.8 eV
net charge: 0

---

Number 1: E_tot -122440.3949 eV. Number 2: E_tot -35430.1207 eV. Number 3: E_tot -118451.6625 eV. Number 4: E_tot -8932.1469 eV.